(1)
C3H3N2O2 as an isolated structure, computed with ωB97M-V with the def2-TZVPD basis set.

charge = -1
spin multiplicity = 1
ΔE to the lowest compared entry with this formula, charge and spin = 258.3 kJ/mol
electronic energy = -10233.350 eV

Positions of all 10 atoms, in Å:
C: 0.75 0.00 -0.31
C: -0.29 0.94 -0.33
C: -2.78 0.00 -0.02
N: -0.28 -1.01 -0.25
N: -1.21 0.00 -0.03
O: -3.23 1.13 0.04
O: -3.30 -1.13 -0.01
H: 1.76 -0.22 -0.68
H: -0.59 1.98 -0.50
H: -0.52 -1.90 0.17

Charges obtained by Mulliken population analysis, quoted in units of e:
1 C -0.726
2 C -0.001
3 C 0.575
4 N -0.433
5 N 0.153
6 O -0.664
7 O -0.707
8 H 0.252
9 H 0.354
10 H 0.197

(2)
A 2-piece molecular cluster, C5H11P overall, computed with ωB97M-V with the def2-TZVPD basis set.

spin multiplicity = 1
ΔE to the lowest compared entry with this formula, charge and spin = 440.9 kJ/mol
electronic energy = -14646.753 eV

Positions of all 17 atoms, in Å:
C: -0.86 -0.90 -0.66
C: -0.27 -0.59 0.65
C: 2.33 0.24 -0.84
C: -2.71 0.75 0.56
C: 2.27 0.07 0.65
P: -1.09 0.90 -0.07
H: -0.15 -1.04 -1.47
H: -1.68 -1.48 -0.59
H: -0.58 -1.23 1.56
H: 3.36 0.52 -1.23
H: 1.79 1.14 -1.11
H: 2.03 -0.64 -1.40
H: -2.87 0.04 1.27
H: -3.26 0.47 -0.39
H: -3.31 1.64 0.81
H: 2.14 0.89 1.19
H: 2.87 -0.79 1.08

Charges obtained by Mulliken population analysis, quoted in units of e:
1 C -0.734
2 C -0.179
3 C -0.723
4 C -1.002
5 C -0.595
6 P 0.036
7 H 0.175
8 H 0.412
9 H 0.253
10 H 0.305
11 H 0.247
12 H 0.194
13 H 0.336
14 H 0.285
15 H 0.339
16 H 0.408
17 H 0.244

(3)
C14H21Cl2CrN5OS2 as an isolated structure, computed with ωB97M-V with the def2-TZVPD basis set.

charge = +1
spin multiplicity = 2
ΔE to the lowest compared entry with this formula, charge and spin = 0.0 kJ/mol
<S²> = 0.7644
electronic energy = -99489.432 eV

Positions of all 46 atoms, in Å:
Cr: 0.54 -0.34 0.14
N: -2.40 2.52 1.41
C: -1.69 1.53 0.83
S: -0.53 0.68 1.85
N: -1.92 1.26 -0.41
N: -1.12 0.23 -0.90
C: -1.49 -0.24 -2.03
C: -0.81 -1.30 -2.75
C: -1.32 -1.71 -3.98
C: -0.70 -2.69 -4.73
C: 0.45 -3.29 -4.24
C: 0.97 -2.91 -3.02
C: 0.34 -1.93 -2.26
O: 0.88 -1.59 -1.07
H: -2.31 2.70 2.39
H: -3.14 2.95 0.89
H: -2.39 0.19 -2.48
H: -2.22 -1.23 -4.35
H: -1.12 -2.98 -5.69
H: 0.94 -4.06 -4.82
H: 1.86 -3.38 -2.62
C: 1.12 4.98 -1.69
C: 0.10 3.86 -1.69
N: 0.49 2.75 -2.58
C: 1.21 1.70 -2.22
S: 1.78 1.49 -0.59
N: 1.53 0.78 -3.12
C: 1.11 0.78 -4.53
C: 1.99 1.65 -5.42
H: 0.78 5.79 -1.05
H: 1.27 5.38 -2.70
H: 2.08 4.63 -1.31
H: -0.88 4.20 -2.03
H: -0.04 3.44 -0.70
H: 0.30 2.88 -3.56
H: 2.06 0.00 -2.76
H: 0.06 1.07 -4.57
H: 1.14 -0.26 -4.85
H: 1.99 2.69 -5.10
H: 1.62 1.61 -6.44
H: 3.02 1.29 -5.41
Cl: 2.25 -1.29 1.74
C: 1.20 -2.61 2.35
Cl: -0.33 -2.65 1.47
H: 1.01 -2.41 3.39
H: 1.72 -3.54 2.19

Charges obtained by Mulliken population analysis, quoted in units of e:
1 Cr 0.233
2 N -0.422
3 C 0.681
4 S -0.437
5 N -1.120
6 N 0.915
7 C -0.591
8 C 0.633
9 C -0.668
10 C -0.809
11 C -0.478
12 C -0.461
13 C 0.389
14 O -0.396
15 H 0.195
16 H 0.239
17 H 0.361
18 H 0.435
19 H 0.424
20 H 0.410
21 H 0.456
22 C -1.139
23 C -0.514
24 N 0.033
25 C 0.411
26 S -0.210
27 N 0.149
28 C -0.690
29 C -1.225
30 H 0.395
31 H 0.352
32 H 0.286
33 H 0.426
34 H 0.134
35 H 0.247
36 H 0.274
37 H 0.499
38 H 0.257
39 H 0.301
40 H 0.404
41 H 0.337
42 Cl -0.030
43 C -0.347
44 Cl -0.029
45 H 0.335
46 H 0.356

(4)
A 2-piece molecular cluster, C2H2NO4 overall, computed with ωB97M-V with the def2-TZVPD basis set.

charge = -1
spin multiplicity = 1
ΔE to the lowest compared entry with this formula, charge and spin = 309.7 kJ/mol
electronic energy = -11786.110 eV

Positions of all 9 atoms, in Å:
C: 0.62 1.26 -1.22
C: -0.87 -1.13 0.82
N: 0.96 0.24 -0.47
O: 0.02 -0.73 1.78
O: 1.42 2.16 -1.53
O: -1.88 -1.64 1.20
O: -0.54 -0.89 -0.41
H: -0.57 1.12 -1.46
H: 0.83 -0.37 1.28

Charges obtained by Mulliken population analysis, quoted in units of e:
1 C 0.239
2 C 0.706
3 N -0.433
4 O -0.540
5 O -0.634
6 O -0.601
7 O -0.463
8 H 0.242
9 H 0.483

(5)
A single C14H18N2O4 molecule, computed with ωB97M-V with the def2-TZVPD basis set.

spin multiplicity = 1
ΔE to the lowest compared entry with this formula, charge and spin = 306.1 kJ/mol
SMILES string = CN[NH2+][C@@H](C1=C([O-])OC(C)(C)OC1=O)c1ccccc1
electronic energy = -25978.573 eV

Positions of all 38 atoms, in Å:
C: 2.59 -0.89 0.23
C: 2.85 -0.57 1.70
C: 4.20 -1.07 2.24
O: 2.85 0.85 1.93
C: 1.65 1.49 1.82
O: 1.61 2.71 1.92
C: 0.46 0.65 1.78
C: -0.80 1.39 2.09
C: -2.10 0.70 1.63
C: -2.14 -0.57 1.02
C: -3.35 -1.27 1.02
C: -4.50 -0.69 1.54
C: -4.48 0.65 2.00
C: -3.26 1.35 2.02
C: 0.59 -0.64 2.45
O: -0.33 -1.16 3.07
O: 1.84 -1.19 2.54
H: 1.63 -0.48 -0.11
H: 3.41 -0.47 -0.38
H: 2.59 -1.98 0.11
H: 4.28 -0.77 3.29
H: 4.23 -2.17 2.16
H: 5.01 -0.63 1.65
H: -0.72 2.46 1.83
H: -1.22 -1.03 0.62
H: -3.37 -2.28 0.58
H: -5.44 -1.23 1.54
H: -5.39 1.15 2.32
H: -3.21 2.36 2.42
C: 0.37 3.20 4.92
N: 0.25 1.89 4.34
N: -0.94 1.49 3.65
H: 1.39 3.54 4.70
H: -0.35 3.88 4.47
H: 0.24 3.17 6.01
H: 0.89 1.16 4.58
H: -1.72 2.11 4.01
H: -1.13 0.48 3.92

Charges obtained by Mulliken population analysis, quoted in units of e:
1 C -1.420
2 C 1.588
3 C -1.672
4 O -0.355
5 C 0.083
6 O -0.720
7 C -0.437
8 C 0.019
9 C 0.283
10 C 0.038
11 C -0.733
12 C -0.544
13 C -0.695
14 C -0.342
15 C 0.447
16 O -0.770
17 O -0.385
18 H 0.310
19 H 0.368
20 H 0.351
21 H 0.404
22 H 0.372
23 H 0.374
24 H 0.781
25 H 0.346
26 H 0.360
27 H 0.371
28 H 0.378
29 H 0.433
30 C -0.908
31 N -0.394
32 N -0.042
33 H 0.311
34 H 0.333
35 H 0.285
36 H 0.190
37 H 0.511
38 H 0.482

(6)
A 2-piece molecular cluster, C6H9F3N overall, computed with ωB97M-V with the def2-TZVPD basis set.

charge = +1
spin multiplicity = 1
ΔE to the lowest compared entry with this formula, charge and spin = 2.2 kJ/mol
electronic energy = -16000.418 eV

Positions of all 19 atoms, in Å:
C: 1.25 -0.44 2.65
C: 0.69 -0.86 -1.24
C: -0.01 1.56 -1.47
C: 0.64 0.51 -0.57
C: -0.08 0.49 0.78
C: -1.71 -0.97 0.82
N: 0.62 0.04 1.81
F: -2.44 -0.73 -0.23
F: -1.16 -2.15 0.82
F: -2.32 -0.70 1.94
H: 1.87 -0.80 3.43
H: -0.29 -1.16 -1.60
H: 1.08 -1.63 -0.58
H: 1.34 -0.80 -2.11
H: 0.02 2.55 -1.02
H: -1.04 1.30 -1.70
H: 0.55 1.61 -2.41
H: 1.67 0.82 -0.35
H: -0.69 1.36 1.02

Charges obtained by Mulliken population analysis, quoted in units of e:
1 C 0.125
2 C -1.472
3 C -1.528
4 C 0.731
5 C -0.804
6 C 0.716
7 N 0.043
8 F -0.156
9 F -0.159
10 F -0.172
11 H 0.512
12 H 0.302
13 H 0.368
14 H 0.459
15 H 0.414
16 H 0.335
17 H 0.412
18 H 0.353
19 H 0.521

(7)
A 12-piece molecular cluster, C14H11Cl45NOP overall, computed with ωB97M-V with the def2-TZVPD basis set.

spin multiplicity = 1
SMILES string = NC[C@@H](O)C[PH3]Cl.ClC(Cl)(Cl)Cl.ClC(Cl)(Cl)Cl.ClC(Cl)(Cl)Cl.ClC(Cl)(Cl)Cl.ClC(Cl)(Cl)Cl.ClC(Cl)(Cl)Cl.ClC(Cl)(Cl)Cl.ClC(Cl)(Cl)Cl.ClC(Cl)(Cl)Cl.ClC(Cl)(Cl)Cl.ClC(Cl)(Cl)Cl
electronic energy = -591026.803 eV

Positions of all 73 atoms, in Å:
N: 0.44 2.68 -2.80
C: 0.99 1.76 -3.81
C: 0.25 0.40 -3.91
O: 1.07 -0.66 -3.40
C: -1.08 0.32 -3.15
P: -2.42 1.57 -3.74
Cl: -3.85 3.00 -4.49
H: -0.08 3.41 -3.26
H: 1.13 3.05 -2.19
H: 2.05 1.60 -3.55
H: 0.96 2.26 -4.79
H: 0.06 0.20 -4.98
H: 1.94 -0.48 -3.75
H: -1.45 -0.71 -3.31
H: -0.93 0.42 -2.06
H: -2.16 2.44 -2.64
H: -1.69 1.71 -4.96
H: -3.44 0.60 -3.57
C: 5.04 -1.30 -2.67
Cl: 5.10 -0.30 -1.20
Cl: 3.95 -2.66 -2.41
Cl: 4.45 -0.32 -4.02
Cl: 6.66 -1.90 -3.04
C: -2.17 5.36 -0.59
Cl: -3.53 4.88 -1.64
Cl: -2.70 6.50 0.65
Cl: -1.49 3.91 0.18
Cl: -0.93 6.14 -1.58
C: 3.08 -6.80 -1.02
Cl: 4.05 -6.36 0.40
Cl: 4.09 -7.71 -2.15
Cl: 1.72 -7.80 -0.50
Cl: 2.48 -5.34 -1.80
C: -0.20 0.48 2.21
Cl: -0.04 -1.23 1.78
Cl: 1.01 0.90 3.44
Cl: 0.07 1.48 0.78
Cl: -1.82 0.78 2.85
C: -6.95 5.84 1.54
Cl: -6.07 6.46 2.96
Cl: -5.78 5.15 0.40
Cl: -8.09 4.59 2.06
Cl: -7.83 7.15 0.75
C: 7.15 -10.77 -1.02
Cl: 7.47 -10.81 -2.76
Cl: 8.69 -10.70 -0.14
Cl: 6.17 -9.35 -0.63
Cl: 6.27 -12.24 -0.55
C: 8.63 -4.84 -1.05
Cl: 8.64 -4.63 -2.80
Cl: 6.97 -5.11 -0.49
Cl: 9.63 -6.24 -0.61
Cl: 9.28 -3.38 -0.28
C: -8.41 10.67 2.90
Cl: -8.48 10.96 1.15
Cl: -9.99 10.08 3.45
Cl: -7.17 9.46 3.25
Cl: -8.02 12.18 3.73
C: -11.17 2.87 4.55
Cl: -9.57 3.31 5.16
Cl: -11.78 1.46 5.44
Cl: -12.28 4.23 4.77
Cl: -11.06 2.48 2.82
C: 4.91 2.31 4.42
Cl: 4.71 2.49 2.67
Cl: 3.39 1.72 5.12
Cl: 6.21 1.15 4.75
Cl: 5.32 3.87 5.13
C: 1.72 -8.53 3.60
Cl: 2.69 -8.08 5.01
Cl: 2.72 -9.44 2.46
Cl: 0.35 -9.53 4.13
Cl: 1.11 -7.06 2.82

Charges obtained by Mulliken population analysis, quoted in units of e:
1 N -0.331
2 C -0.660
3 C 0.317
4 O -0.342
5 C -0.937
6 P 0.454
7 Cl -0.422
8 H 0.203
9 H 0.172
10 H 0.340
11 H 0.268
12 H 0.114
13 H 0.116
14 H 0.520
15 H 0.132
16 H -0.007
17 H 0.034
18 H 0.103
19 C 0.284
20 Cl -0.083
21 Cl 0.035
22 Cl -0.160
23 Cl -0.067
24 C 0.234
25 Cl -0.089
26 Cl -0.072
27 Cl 0.027
28 Cl -0.122
29 C 0.292
30 Cl -0.083
31 Cl -0.081
32 Cl -0.061
33 Cl -0.070
34 C 0.169
35 Cl -0.084
36 Cl -0.012
37 Cl -0.024
38 Cl -0.101
39 C 0.268
40 Cl -0.143
41 Cl 0.007
42 Cl -0.037
43 Cl -0.086
44 C 0.281
45 Cl -0.107
46 Cl -0.101
47 Cl 0.041
48 Cl -0.105
49 C 0.233
50 Cl -0.099
51 Cl 0.045
52 Cl -0.096
53 Cl -0.093
54 C 0.305
55 Cl -0.097
56 Cl -0.094
57 Cl -0.011
58 Cl -0.107
59 C 0.359
60 Cl -0.084
61 Cl -0.097
62 Cl -0.092
63 Cl -0.096
64 C 0.364
65 Cl -0.072
66 Cl -0.089
67 Cl -0.096
68 Cl -0.099
69 C 0.286
70 Cl -0.094
71 Cl -0.053
72 Cl -0.095
73 Cl -0.056

(8)
A single C4H7NO2 molecule, computed with ωB97M-V with the def2-TZVPD basis set.

spin multiplicity = 1
ΔE to the lowest compared entry with this formula, charge and spin = 408.4 kJ/mol
SMILES string = C/C(=N\O)[C@H]1CO1
electronic energy = -9843.047 eV

Positions of all 14 atoms, in Å:
C: 1.15 0.87 -1.22
C: 0.25 0.25 -0.19
N: 0.02 0.66 1.00
O: 0.68 1.80 1.38
C: -0.32 -1.12 -0.28
C: -1.49 -1.38 0.55
O: -1.55 -1.54 -0.86
H: 2.19 0.54 -1.07
H: 0.83 0.56 -2.23
H: 1.11 1.96 -1.12
H: 0.17 2.02 2.17
H: 0.43 -1.92 -0.33
H: -1.37 -2.16 1.32
H: -2.10 -0.54 0.87

Charges obtained by Mulliken population analysis, quoted in units of e:
1 C -1.150
2 C 0.464
3 N -0.331
4 O -0.403
5 C 0.045
6 C -0.370
7 O -0.440
8 H 0.296
9 H 0.334
10 H 0.365
11 H 0.375
12 H 0.322
13 H 0.256
14 H 0.239

Table of max |F| (eV/A), in record order: 2.4, 5.8, 0.8, 2.9, 2.1, 4.6, 2.5, 1.2